DFT (ωB97M-V/def2-TZVPD) results for a 14-piece molecular cluster, C72H167N5O14 overall in a non-equilibrium geometry.

Last column: Mulliken charge in e.
Positions of all 258 atoms, in Å:
1 C -0.70775 -8.54749 -1.76421  -1.914
2 C 0.42934 -8.11528 -0.75235  1.224
3 C 1.68652 -8.13442 -1.65122  -1.164
4 C 2.90359 -7.55791 -1.01274  -0.865
5 C 2.71357 -6.12790 -0.65520  -0.846
6 C 1.33139 -5.88722 0.18417  2.134
7 N 0.19963 -6.71587 -0.38556  0.730
8 O -1.03313 -6.49096 0.23016  -0.505
9 C 1.56804 -6.15853 1.71578  -1.579
10 C 1.08995 -4.43533 -0.03590  -1.470
11 C 0.64930 -9.18714 0.34615  -1.636
12 H -0.83019 -7.74116 -2.48736  0.393
13 H -1.68127 -8.63489 -1.28181  0.356
14 H -0.47298 -9.47700 -2.28286  0.419
15 H 1.96645 -9.17983 -1.78102  0.465
16 H 1.63659 -7.64980 -2.62628  0.372
17 H 3.61711 -7.61267 -1.83493  0.403
18 H 3.25666 -8.13809 -0.16020  0.318
19 H 2.81319 -5.60895 -1.60855  0.335
20 H 3.58318 -5.87364 -0.04921  0.106
21 H 0.64472 -6.11976 2.29378  0.221
22 H 2.00414 -7.15581 1.77376  0.416
23 H 2.28111 -5.48445 2.19039  0.249
24 H 1.77880 -3.77817 0.49487  -0.170
25 H 1.04995 -4.18073 -1.09500  0.815
26 H 0.08648 -4.17611 0.30164  -0.341
27 H -0.26466 -9.25642 0.93605  0.372
28 H 1.49357 -8.97684 1.00271  0.338
29 H 0.77940 -10.15513 -0.13775  0.410
30 H -1.53953 -6.01567 -0.43261  0.377
31 C -2.16123 -3.33515 2.55138  -2.070
32 C -1.84122 -2.89578 4.02380  1.706
33 C -0.31699 -3.42328 4.25641  -0.862
34 C 0.44223 -2.88171 5.42053  -1.163
35 C 0.20483 -1.35198 5.65669  0.042
36 C -1.25273 -0.86931 5.40757  1.700
37 N -1.79870 -1.43578 4.09322  1.561
38 O -3.03232 -0.89807 3.80849  -0.772
39 C -2.01684 -1.23992 6.74221  -1.871
40 C -1.17161 0.65503 5.27729  -2.198
41 C -2.69333 -3.75215 4.89579  -1.968
42 H -3.10174 -2.97235 2.13674  0.306
43 H -2.14323 -4.42321 2.48885  0.758
44 H -1.44196 -2.93062 1.83927  -0.041
45 H -0.28191 -4.51033 4.32844  0.368
46 H 0.20555 -3.29639 3.30828  0.210
47 H 1.50558 -3.07679 5.28152  0.403
48 H 0.13941 -3.41810 6.31980  0.470
49 H 0.81917 -0.95160 4.85023  -1.053
50 H 0.62234 -1.07883 6.62579  0.689
51 H -1.69437 -2.14110 7.26374  0.326
52 H -1.93967 -0.42430 7.46116  0.435
53 H -3.07805 -1.45961 6.62524  0.371
54 H -2.10453 1.18872 5.45876  0.348
55 H -0.50623 1.13789 5.99298  0.621
56 H -0.66798 0.82003 4.32480  0.243
57 H -2.33737 -3.71248 5.92526  0.313
58 H -2.68044 -4.76819 4.50133  0.513
59 H -3.76098 -3.53882 4.84366  0.362
60 H -2.87058 -0.70416 2.88229  -0.024
61 C -1.91097 5.22832 3.26681  -1.987
62 C -0.72341 5.76028 2.39623  1.559
63 C -0.80441 7.22683 2.46044  -1.592
64 C 0.38002 7.99438 1.86643  -0.463
65 C 1.59675 7.53891 2.61079  -1.718
66 C 1.83414 5.99454 2.59843  2.231
67 N 0.59409 5.37970 3.03747  0.085
68 O 0.57247 4.01806 3.37762  0.010
69 C 2.25643 5.54142 1.18505  -0.865
70 C 2.92911 5.66795 3.58589  -1.906
71 C -0.94990 5.23547 0.93032  -1.282
72 H -1.97450 4.14031 3.24974  0.002
73 H -2.86235 5.66679 2.96561  0.422
74 H -1.72309 5.43029 4.32133  0.593
75 H -1.65759 7.59670 1.89177  0.417
76 H -1.09764 7.55202 3.45863  0.428
77 H 0.32652 9.05879 2.09509  0.441
78 H 0.46074 7.88631 0.78481  0.243
79 H 1.62542 7.84470 3.65662  0.471
80 H 2.45284 7.99569 2.11424  0.444
81 H 1.64034 4.70368 0.85838  -0.117
82 H 2.18985 6.34367 0.45016  0.106
83 H 3.24990 5.09594 1.23666  0.171
84 H 3.29824 4.68293 3.30025  0.158
85 H 3.73380 6.40120 3.53196  0.454
86 H 2.59511 5.68894 4.62325  0.447
87 H -1.96328 5.40164 0.56487  0.631
88 H -0.87283 4.15103 0.85197  0.001
89 H -0.16912 5.61798 0.27292  0.167
90 H 0.47648 4.11740 4.32763  0.249
91 C -6.46802 -1.63209 -4.15893  -1.131
92 C -6.52279 -2.98188 -3.51737  1.754
93 C -6.40897 -4.10735 -4.58474  -1.439
94 C -5.02974 -4.44744 -5.08523  -0.734
95 C -4.19825 -4.76000 -3.79804  -1.636
96 C -4.08131 -3.64926 -2.71557  2.645
97 N -5.42254 -3.06661 -2.51957  0.166
98 O -5.54122 -2.17338 -1.43661  -0.494
99 C -3.61435 -4.34220 -1.42519  -2.378
100 C -3.09688 -2.59451 -3.21600  -1.436
101 C -7.90752 -3.21594 -2.81590  -1.765
102 H -6.84022 -1.50529 -5.17553  0.369
103 H -5.43841 -1.28790 -4.25662  -0.020
104 H -6.99719 -0.86525 -3.59321  0.113
105 H -6.76594 -5.04682 -4.16275  0.438
106 H -6.92233 -3.91646 -5.52714  0.450
107 H -4.61137 -3.59657 -5.62292  0.293
108 H -5.00717 -5.33081 -5.72340  0.428
109 H -3.14028 -4.88245 -4.03005  0.484
110 H -4.65454 -5.67227 -3.41376  0.465
111 H -2.81116 -5.07602 -1.49222  0.253
112 H -3.42504 -3.50822 -0.74936  0.527
113 H -4.51508 -4.84758 -1.07682  0.438
114 H -3.16358 -2.21209 -4.23454  0.274
115 H -2.96923 -1.72347 -2.57327  -0.383
116 H -2.09038 -2.99244 -3.08674  0.481
117 H -7.85088 -3.92259 -1.98793  0.418
118 H -8.65451 -3.66215 -3.47241  0.369
119 H -8.20009 -2.28561 -2.32907  0.302
120 H -5.64810 -2.81717 -0.73254  0.359
121 C -7.06393 1.44566 -0.70285  -1.837
122 C -5.66377 2.04494 -0.51062  1.613
123 C -5.72681 2.69035 0.99312  -1.649
124 C -4.39580 2.74805 1.66436  0.227
125 C -3.77439 1.37412 1.73396  -1.559
126 C -3.38734 0.88654 0.26433  3.287
127 N -4.63672 0.87813 -0.52638  -0.851
128 O -4.46510 0.20688 -1.67732  2.148
129 C -2.28844 1.76899 -0.37404  -0.560
130 C -2.80494 -0.56238 0.45427  -2.022
131 C -5.41484 3.19186 -1.52438  -1.887
132 H -7.78961 2.25215 -0.59769  0.464
133 H -7.30053 0.68589 0.04204  0.475
134 H -7.31688 0.97397 -1.65239  0.150
135 H -5.99762 3.74503 1.04212  0.463
136 H -6.47956 2.13899 1.55657  0.360
137 H -4.51115 3.12578 2.68029  0.482
138 H -3.77654 3.50535 1.18361  -0.442
139 H -4.55289 0.72566 2.13590  0.490
140 H -2.94369 1.52009 2.42442  0.274
141 H -2.03860 1.31887 -1.33481  -0.280
142 H -2.49692 2.81682 -0.59014  -0.326
143 H -1.38851 1.66982 0.23290  0.382
144 H -2.32099 -1.02318 -0.40687  -0.171
145 H -1.97241 -0.53325 1.15722  -0.057
146 H -3.60337 -1.21647 0.80465  0.913
147 H -4.42410 3.59149 -1.30797  0.351
148 H -6.20686 3.93893 -1.47260  0.459
149 H -5.48248 2.77710 -2.53011  0.284
150 H -4.92779 -0.62717 -1.56836  -0.082
151 C 7.03757 3.53515 3.13195  -1.924
152 C 5.95616 2.90974 2.28031  1.753
153 C 6.35553 2.56628 0.81825  -1.185
154 O 5.36023 1.78468 2.93112  0.302
155 H 6.54412 3.87396 4.04289  0.422
156 H 7.48914 4.42965 2.70293  0.396
157 H 7.88914 2.88704 3.33903  0.394
158 H 5.23542 3.72404 2.20593  -0.645
159 H 6.66753 3.46795 0.29123  0.542
160 H 5.35621 2.35113 0.43985  0.066
161 H 7.04060 1.73367 0.65844  0.233
162 H 4.78692 1.36688 2.28432  0.200
163 C 6.71781 -1.52615 0.87859  -0.868
164 C 5.51498 -2.52282 1.02412  0.386
165 C 5.26623 -3.03418 2.50617  -0.622
166 O 4.30870 -1.81739 0.51192  -0.005
167 H 7.66564 -2.04622 1.01731  0.544
168 H 6.69445 -0.70616 1.59634  -0.125
169 H 6.81978 -1.08269 -0.11188  -0.045
170 H 5.66194 -3.39720 0.39012  0.411
171 H 5.96005 -3.85737 2.67664  0.495
172 H 4.21826 -3.32439 2.58127  0.018
173 H 5.41835 -2.16988 3.15266  -0.192
174 H 4.34229 -1.75491 -0.44546  -0.275
175 C -4.04369 1.22509 -5.95520  -1.425
176 C -2.89905 1.60872 -4.93220  2.647
177 C -1.80818 2.51425 -5.57592  -1.797
178 O -3.55591 2.39157 -4.00670  -0.389
179 H -4.77427 0.52469 -5.55048  0.105
180 H -3.48627 0.67214 -6.71127  0.458
181 H -4.61371 2.01215 -6.44887  0.334
182 H -2.47979 0.67193 -4.56512  -1.049
183 H -0.97573 2.52229 -4.87231  0.182
184 H -2.27979 3.47085 -5.80088  0.490
185 H -1.43513 2.18636 -6.54619  0.473
186 H -3.79511 1.81554 -3.27691  -0.218
187 C 5.24614 5.06730 -3.49453  -1.545
188 C 3.76026 4.87630 -3.69853  0.661
189 C 3.01231 5.10379 -2.42722  -0.310
190 O 3.33778 5.75322 -4.72928  -0.593
191 H 5.36484 6.00225 -2.94692  0.484
192 H 5.90446 5.23947 -4.34604  0.365
193 H 5.80902 4.41722 -2.82471  0.296
194 H 3.51369 3.88703 -4.08408  0.045
195 H 1.98754 4.73920 -2.49805  -0.242
196 H 3.06434 6.18429 -2.29339  0.533
197 H 3.53062 4.49980 -1.68248  -0.070
198 H 3.66488 6.61839 -4.47219  0.386
199 C 4.47929 0.81571 -3.92467  -0.932
200 C 5.24701 -0.50293 -3.62666  0.572
201 C 6.48308 -0.30142 -2.93752  -1.298
202 O 4.44839 -1.36067 -2.81926  -0.318
203 H 3.83666 1.14499 -3.10816  -0.119
204 H 3.85699 0.69280 -4.81109  0.349
205 H 5.14921 1.61514 -4.24123  0.507
206 H 5.31910 -1.02992 -4.57807  0.338
207 H 6.35037 0.26454 -2.01546  -0.050
208 H 7.09213 0.39392 -3.51515  0.440
209 H 7.03348 -1.21993 -2.73380  0.382
210 H 4.11773 -2.08360 -3.35745  0.162
211 C -0.84864 4.64631 -2.71592  0.042
212 C -2.25464 5.23776 -2.53142  2.606
213 C -2.43535 6.75449 -2.31733  -1.636
214 O -3.01346 4.96258 -3.66305  -0.667
215 H -0.45429 4.93277 -3.69087  0.531
216 H -0.84445 3.55692 -2.75187  -0.045
217 H -0.23125 4.92892 -1.86324  -0.635
218 H -2.64737 4.73879 -1.64548  -1.355
219 H -1.92846 7.07987 -1.40887  0.080
220 H -3.49008 6.98894 -2.17351  0.448
221 H -2.15814 7.41957 -3.13520  0.419
222 H -3.00666 4.00993 -3.78143  0.306
223 C 2.32765 1.11514 -0.56085  -0.136
224 C 2.22959 0.95324 0.96969  0.669
225 C 1.24042 -0.19059 1.33220  -0.006
226 O 3.48652 0.67252 1.46246  0.499
227 H 2.57692 0.15546 -1.01358  -0.237
228 H 2.96005 1.93047 -0.91216  -0.327
229 H 1.36268 1.37689 -0.99492  0.320
230 H 1.96102 1.96523 1.27273  0.101
231 H 0.27916 -0.18238 0.81837  -0.328
232 H 1.09096 -0.18124 2.41187  -0.174
233 H 1.63101 -1.18272 1.10592  -0.203
234 H 3.71849 -0.23239 1.24127  -0.535
235 C 3.52838 -0.13843 5.37384  0.008
236 C 4.78354 0.15578 6.14469  0.418
237 C 5.95120 -0.77727 5.75862  -1.317
238 O 5.12918 1.49254 5.92399  -0.642
239 H 2.66370 0.34849 5.82476  0.168
240 H 3.38215 -1.21855 5.36660  0.091
241 H 3.58081 0.20112 4.33941  -0.387
242 H 4.54109 -0.00614 7.19498  0.446
243 H 6.74614 -0.55717 6.47117  0.353
244 H 6.36437 -0.69835 4.75305  0.144
245 H 5.70849 -1.83576 5.85240  0.431
246 H 5.11755 1.54966 4.96576  0.314
247 C 0.64249 -1.65288 -2.70597  -0.608
248 C 0.02565 -1.09996 -4.05396  2.262
249 C 1.10797 -0.18013 -4.70837  -1.370
250 O -0.22160 -2.08002 -4.99815  -0.673
251 H 1.52637 -2.20659 -3.02263  0.425
252 H -0.01924 -2.33609 -2.17360  0.029
253 H 0.87349 -0.83127 -2.02796  -0.318
254 H -0.80910 -0.46888 -3.74897  -1.365
255 H 0.71092 0.20005 -5.64960  0.646
256 H 1.99984 -0.74282 -4.98415  0.381
257 H 1.42137 0.60664 -4.02216  0.068
258 H -0.50838 -1.64211 -5.80288  0.441

E ... -113477.95763 eV
Energy relative to the best compared isomer or geometry (same formula, charge and spin) ... 518.44 kJ/mol
E_LUMO ... 0.00853 Eh
Gap between HOMO and LUMO ... 8.079 eV